Record 1
Molecular formula: C36H43GeNO6PRuS
Method: DFT, wB97M-V/def2-TZVPD

```
90
Properties=species:S:1:pos:R:3:lowdin_spin:R:1
Ru 0.09215 -0.57452 0.24307 0.83
C -2.44096 0.04416 1.12350 0.00
C -2.36117 1.42766 1.20879 0.00
C -2.13661 2.17140 0.06192 0.00
C -1.96564 1.54680 -1.16981 0.01
C -2.04303 0.16616 -1.25583 0.00
C -2.28768 -0.60959 -0.10930 0.00
H -2.65527 -0.54264 2.00789 0.00
H -2.46165 1.91379 2.16845 0.00
H -2.07466 3.25043 0.12828 0.00
H -1.78722 2.13138 -2.06146 0.00
H -1.97296 -0.33351 -2.21237 0.00
H -2.48378 -1.67035 -0.20428 0.00
S -0.67084 -2.73707 3.97108 0.00
C -0.40300 -2.35102 2.45928 0.01
N -0.20432 -2.13910 1.30485 0.02
O 1.00193 -0.38106 -1.73556 0.08
C 0.66296 -1.54400 -2.10394 0.01
O -0.08572 -2.19540 -1.33512 0.01
C 1.11567 -2.10816 -3.42006 0.00
C 1.06344 -3.63725 -3.49734 0.00
Ge -0.30616 -4.62737 -2.50063 0.00
C 0.18918 -5.05279 -0.67605 0.00
C 1.50951 -5.37994 -0.37002 0.00
C 1.88177 -5.72066 0.92378 0.00
C 0.93237 -5.73964 1.93464 0.00
C -0.38693 -5.42230 1.64508 0.00
C -0.75213 -5.07942 0.35092 0.00
C -2.15299 -4.04066 -2.68395 0.00
C -2.51885 -2.78221 -3.15785 0.00
C -3.85274 -2.41517 -3.27768 0.00
C -4.84904 -3.30790 -2.90995 0.00
C -4.50495 -4.56844 -2.44352 0.00
C -3.16936 -4.93281 -2.34091 0.00
C -0.32945 -6.36876 -3.43441 0.00
C 0.12189 -7.55771 -2.86341 0.00
C 0.05672 -8.76392 -3.55236 0.00
C -0.46561 -8.80521 -4.83484 0.00
C -0.92132 -7.63379 -5.42652 0.00
C -0.85261 -6.43784 -4.72986 0.00
H 2.11376 -1.71545 -3.61812 0.00
H 0.46130 -1.66036 -4.17487 0.00
H 2.00777 -4.05335 -3.13669 0.00
H 0.96210 -3.96058 -4.53295 0.00
H 2.26692 -5.37449 -1.14760 0.00
H 2.91362 -5.96617 1.14375 0.00
H 1.21913 -5.99711 2.94603 0.00
H -1.12853 -5.42453 2.43347 0.00
H -1.78235 -4.80981 0.14787 0.00
H -1.75002 -2.07676 -3.45030 0.00
H -4.11558 -1.43416 -3.65421 0.00
H -5.89057 -3.02708 -2.99850 0.00
H -5.27875 -5.27245 -2.16549 0.00
H -2.91746 -5.93182 -2.00134 0.00
H 0.52717 -7.55135 -1.85762 0.00
H 0.41121 -9.67317 -3.08355 0.00
H -0.52411 -9.74431 -5.37012 0.00
H -1.33492 -7.65755 -6.42679 0.00
H -1.22894 -5.53685 -5.20630 0.00
C 3.04147 -2.39860 0.37923 0.00
C 3.23308 -1.17420 1.24759 0.00
C 4.58797 -0.53105 1.01526 0.00
C 3.01032 -1.47760 2.71752 0.00
O 2.24626 -0.17062 0.74187 -0.01
P 1.60632 1.06753 1.60321 0.00
O 2.51000 1.74206 2.52770 0.00
O 0.30020 0.37385 2.02123 0.01
O 1.09788 1.91699 0.34012 0.02
C 1.89426 2.93928 -0.35515 0.00
C 1.92342 4.17663 0.52311 0.00
C 3.29401 2.41592 -0.64468 0.00
C 1.14532 3.18408 -1.65230 0.00
H 3.74189 -3.17222 0.69404 0.00
H 3.23287 -2.15762 -0.66918 0.00
H 2.03452 -2.80375 0.47167 0.00
H 5.37171 -1.21577 1.34141 0.00
H 4.67480 0.39442 1.58458 0.00
H 4.73243 -0.31107 -0.04267 0.00
H 3.73852 -2.22882 3.02509 0.00
H 2.01615 -1.87431 2.90321 0.00
H 3.14922 -0.58774 3.33160 0.00
H 2.39349 3.95550 1.47992 0.00
H 0.91071 4.53993 0.70308 0.00
H 2.49212 4.96436 0.02584 0.00
H 3.87737 2.30951 0.26971 0.00
H 3.80240 3.12051 -1.30321 0.00
H 3.24052 1.44888 -1.14580 0.00
H 0.19707 3.68922 -1.46577 0.00
H 0.95130 2.23887 -2.16015 0.00
H 1.74580 3.81778 -2.30547 0.00
```

Computed properties:
* total energy: -4815.28089 a.u.
* frontier orbital gap (spin up / spin down): 7.26 / 7.44 eV
* total charge: 0
* relative energy (zero: lowest compared OMol25 entry of this formula, charge and spin): 62.1 kJ/mol
* HOMO energy (spin up / spin down): -8.45 / -8.37 eV
* spin multiplicity: 2

Record 2
Molecular formula: C5H11N
Method: DFT, wB97M-V/def2-TZVPD

```
17
Properties=species:S:1:pos:R:3:mulliken_charge:R:1
C 1.17782 -0.82408 1.82009 -0.68
C 1.81328 -0.57612 0.68965 -0.14
C 1.41340 0.36850 -0.38668 -0.72
C -0.03602 0.84661 -0.36115 -0.70
N -0.97537 -0.21744 -0.51560 -0.14
C -2.39708 -0.02782 -0.75609 -0.98
H 0.19082 -0.40764 1.95077 0.20
H 1.62194 -1.29495 2.67976 0.29
H 2.84703 -0.91981 0.64391 0.29
H 1.61659 -0.02898 -1.37402 0.38
H 2.02651 1.27270 -0.44915 0.34
H -0.13285 1.56214 -1.19227 0.43
H -0.17594 1.37150 0.59182 0.33
H -0.67901 -1.12093 -0.83330 0.22
H -3.00781 -0.33982 0.09707 0.25
H -2.61925 1.00882 -1.01544 0.32
H -2.68407 -0.67269 -1.58937 0.30
```

Computed properties:
* total energy: -251.80901 a.u.
* frontier orbital gap: 9.24 eV
* SMILES string: C=CCCNC
* total charge: 0
* relative energy (zero: lowest compared OMol25 entry of this formula, charge and spin): 140.5 kJ/mol
* HOMO energy: -8.06 eV
* spin multiplicity: 1